16
Properties=species:S:1:pos:R:3:forces:R:3 method="wB97M-V/def2-TZVPD" e_lumo_ev=1.138 homo_energy_ev=-8.7466 orbital_gap_ha=0.363 relative_energy_kj_mol=598.92 total_charge=0 smiles="C[C@@H]1CN1C1=CC1"
C -0.5677 -0.4510 1.0447 -5.685 1.113 0.156
C -1.7475 -1.0536 1.9169 1.906 1.929 0.317
C 1.0473 1.0089 0.3818 1.835 0.887 -1.000
C -1.7417 0.2081 0.8927 -0.027 -2.878 2.084
C 0.5429 0.2784 -0.8616 0.661 0.812 -2.235
C 1.4459 -0.1281 -2.0945 0.653 2.925 1.594
N 0.6840 -0.3534 0.4667 -1.386 -2.483 -0.249
H -2.1397 -2.0741 1.8453 -0.059 0.393 -1.120
H -1.8050 -0.7864 3.0102 0.503 -0.041 -1.052
H 2.1859 0.8787 0.5515 -1.774 1.980 -0.436
H 0.3392 1.7637 0.8264 1.373 -0.741 -0.243
H -2.6061 0.9035 0.7028 1.678 -0.753 -0.246
H -0.4759 0.4450 -1.3896 1.294 -0.013 2.238
H 1.0242 0.2728 -3.0203 0.045 0.699 0.296
H 1.2828 -1.1235 -2.2598 0.400 -2.981 -0.071
H 2.5316 0.2112 -2.0132 -1.418 -0.847 -0.034

=====

11
Properties=species:S:1:pos:R:3:forces:R:3 method="wB97M-V/def2-TZVPD" e_lumo_ev=0.261 homo_energy_ev=-9.8388 orbital_gap_ha=0.371 relative_energy_kj_mol=458.67 total_charge=0 smiles="O=C1CCC1"
C 1.2145 -0.0874 0.1662 3.544 2.276 -3.507
C 0.0590 -1.0775 0.1904 -0.339 -4.465 0.622
C -0.9164 0.0149 -0.5059 -1.099 0.745 -0.481
C 0.1593 1.0958 0.2355 -1.143 2.398 0.793
H 0.2416 -2.3071 -0.2947 -0.562 4.034 1.317
H -0.2285 -1.2826 1.3863 0.509 0.716 -3.303
H -0.9196 0.1228 -1.8245 0.375 -0.614 4.362
H -2.2016 0.0026 -0.1443 4.373 0.128 -0.971
H 0.4605 2.2581 -0.3387 -0.979 -3.865 1.915
H -0.2925 1.2835 1.4521 1.572 -0.446 -3.822
O 2.4236 -0.0233 -0.3224 -6.252 -0.908 3.076

=====

16
Properties=species:S:1:pos:R:3:forces:R:3 method="wB97M-V/def2-TZVPD" e_lumo_ev=-4.059 homo_energy_ev=-14.0909 orbital_gap_ha=0.369 relative_energy_kj_mol=458.93 total_charge=+1 smiles=C#C[C@H](C)C[NH3+]
C -3.0974 1.0643 0.5841 -1.400 -0.679 -0.048
C -2.2385 0.4387 0.0321 5.965 -0.298 -0.549
C -0.7840 -0.0376 -0.6325 -0.211 -1.271 1.643
C -0.7488 -1.5970 -0.6573 0.229 0.924 -3.084
C 1.0361 0.3285 -0.4176 -1.648 -1.146 1.063
N 1.2586 1.1789 0.8276 -0.339 2.291 0.205
H -4.1095 1.1687 0.8898 -0.126 0.675 0.375
H -0.9490 0.3531 -1.5835 0.192 0.366 -1.795
H -1.7266 -1.9383 -1.0736 0.937 -0.063 0.355
H -0.5178 -2.0780 0.2324 -0.184 -0.466 2.210
H 0.1320 -1.9639 -1.2868 -1.434 0.618 0.148
H 1.5140 0.7104 -1.3111 -0.436 0.587 -0.072
H 1.5548 -0.6413 -0.1972 -0.875 0.749 -0.154
H 0.7204 2.1469 0.6511 1.272 -2.707 0.984
H 2.2707 1.4572 1.2212 -2.561 -1.162 -1.362
H 0.7434 0.5506 1.4950 0.619 1.582 0.081

=====

11
Properties=species:S:1:pos:R:3:forces:R:3 method="wB97M-V/def2-TZVPD" e_lumo_ev=0.614 homo_energy_ev=-9.5473 orbital_gap_ha=0.373 relative_energy_kj_mol=314.90 total_charge=0
N 2.8149 -0.9844 0.0323 -0.703 0.194 0.021
C 1.7548 -0.5446 0.1785 0.729 -0.212 0.048
C 0.4855 0.0245 0.3854 -0.396 0.576 0.081
C -0.9149 -0.4368 0.7288 -0.013 -0.413 0.171
O -1.3237 0.9665 0.6603 -0.030 0.132 -0.034
C -0.0311 1.2698 0.3680 0.326 -0.302 -0.079
H 0.0039 -0.5422 -1.9619 -0.434 0.232 -0.436
H -1.0320 -0.8120 1.7442 -0.092 0.003 -0.029
H -1.4861 -1.0337 0.0109 0.285 0.133 0.063
H 0.2886 2.2855 0.1780 -0.006 -0.055 0.070
H -0.5598 -0.1927 -2.3244 0.336 -0.288 0.125

=====

16
Properties=species:S:1:pos:R:3:forces:R:3 method="wB97M-V/def2-TZVPD" e_lumo_ev=0.426 homo_energy_ev=-11.0263 orbital_gap_ha=0.421 relative_energy_kj_mol=161.93 total_charge=0 smiles=N#CC1CCC1.O
C 0.2053 -0.2426 -1.1866 0.107 0.002 -0.159
C 0.4815 -0.7258 0.2584 0.098 -0.006 0.070
C -1.0516 -0.8140 0.4559 -0.124 -0.093 0.138
C -1.1878 0.2052 -0.6946 -0.149 0.107 -0.084
O 0.4440 2.5212 0.8279 0.205 0.049 0.093
C 1.3048 -1.9119 0.4784 0.530 -0.754 0.149
N 1.9566 -2.8523 0.6553 -0.637 0.885 -0.194
H 1.1842 2.6144 0.2168 -0.064 0.055 0.061
H 0.1337 -1.0927 -1.8723 0.030 0.116 0.107
H 0.8878 0.5019 -1.6072 -0.116 -0.106 0.072
H 0.8742 0.1073 0.8485 -0.029 -0.190 -0.063
H -1.4239 -1.8012 0.1649 0.069 0.132 0.054
H -1.4428 -0.5513 1.4417 0.058 -0.031 -0.145
H -1.1467 1.2252 -0.3046 -0.073 -0.190 -0.116
H -2.0324 0.0983 -1.3793 0.135 -0.015 0.098
H 0.8130 2.7182 1.6967 -0.040 0.038 -0.082

=====

148
Properties=species:S:1:pos:R:3:forces:R:3 method="wB97M-V/def2-TZVPD" e_lumo_ev=0.624 homo_energy_ev=-9.0471 orbital_gap_ha=0.355 relative_energy_kj_mol=80.22 total_charge=0
C 1.0583 1.3888 -5.8169 -0.607 1.002 -1.132
C -0.1934 2.0326 -5.2137 0.714 -1.588 -0.175
O -0.1061 3.1460 -4.7802 -0.781 0.672 0.396
C -1.4662 1.1783 -5.3137 0.266 0.143 0.872
H 1.8650 2.0795 -5.6724 0.472 0.432 0.140
H 0.9077 1.3353 -6.9364 0.144 -0.519 1.160
H 1.3331 0.4747 -5.3296 -0.171 -0.799 -0.122
H -1.6526 0.4833 -4.4529 0.661 0.807 -0.456
H -1.2828 0.5030 -6.1751 -0.920 0.673 0.152
H -2.3074 1.8956 -5.2834 0.125 -0.661 -0.767
C -1.4629 0.6757 0.5375 -0.049 -0.115 -2.087
C -0.4452 1.3013 -0.4414 0.311 -0.545 0.940
O -0.5586 1.1900 -1.6358 -0.226 0.149 -0.389
C 0.7668 2.0113 0.1819 -0.156 -0.922 0.905
H -1.7173 -0.3808 0.3231 0.646 0.581 -0.122
H -2.4055 1.2001 0.4037 0.011 0.233 0.054
H -1.1091 0.8055 1.5114 0.320 0.037 1.664
H 0.5110 2.5277 1.1351 0.157 -0.414 -0.574
H 1.2263 2.6997 -0.4943 0.067 0.474 -0.600
H 1.5543 1.2299 0.3858 -0.897 0.525 -0.018
C 1.9065 -3.6758 0.1135 -0.488 1.362 -0.623
C 1.8735 -2.1167 -0.0375 0.727 -2.671 -0.684
O 0.9503 -1.5442 0.4456 -1.707 1.447 0.959
C 2.9551 -1.3752 -0.7376 0.705 -0.570 -0.629
H 2.5674 -3.9470 0.9131 0.849 -0.254 0.134
H 2.1118 -4.1591 -0.8418 0.430 -0.064 0.156
H 0.9264 -3.9962 0.4438 -0.330 0.063 -0.072
H 2.5714 -0.4849 -1.2156 -0.146 0.317 0.087
H 3.5416 -1.9409 -1.4868 -0.445 -0.010 0.456
H 3.6308 -1.1165 0.0678 0.451 0.395 0.172
C -2.8684 3.7689 -2.0024 0.645 0.622 -0.928
C -2.0239 4.3100 -0.8752 -0.748 0.475 1.897
O -2.2962 4.1785 0.3337 0.164 -0.417 -2.417
C -0.8846 5.1835 -1.2387 0.877 -0.029 -1.646
H -2.5399 4.0734 -3.0211 0.358 -0.255 0.834
H -3.8675 4.1446 -1.9702 -0.893 0.028 0.609
H -2.8470 2.7043 -1.9611 -0.204 -0.938 0.041
H -0.6755 5.2202 -2.3480 -0.179 -0.123 1.253
H 0.0097 4.8759 -0.7070 0.174 -0.030 0.090
H -1.1383 6.1731 -0.8985 -0.046 0.542 0.149
F -1.4634 -5.1490 0.5611 -0.916 0.393 0.257
C -2.5519 -4.3346 0.8624 1.839 0.114 0.411
C -3.7751 -4.9029 1.1121 1.333 -1.729 -0.389
C -4.8031 -4.0775 1.3841 -1.909 -0.120 0.145
C -4.6352 -2.7273 1.4972 -0.409 0.299 0.833
C -3.3587 -2.2034 1.4315 -0.140 1.024 -0.939
C -2.2807 -2.9772 1.0451 -0.814 -1.256 0.054
H -3.9174 -5.9842 1.1725 0.257 0.320 -0.415
H -5.7865 -4.5281 1.4962 0.059 0.204 0.137
H -5.5291 -2.1795 1.7741 0.388 0.505 -0.165
H -3.2110 -1.1357 1.4882 -0.090 0.063 0.424
H -1.2883 -2.5771 0.9564 0.318 0.037 -0.198
F 2.0745 6.0709 2.6196 -0.365 -1.783 0.055
C 1.5678 4.8266 3.0389 -1.670 1.448 0.420
C 2.3627 3.9973 3.7888 -1.367 -0.107 -0.294
C 1.7432 2.8934 4.4012 0.292 1.274 -0.301
C 0.3761 2.7036 4.3276 -0.109 -1.665 0.504
C -0.4256 3.5866 3.6389 -0.957 1.010 -2.009
C 0.1580 4.6463 2.9391 1.777 0.647 0.162
H 3.3559 4.3167 3.9402 1.160 -0.161 0.262
H 2.3539 2.3004 5.0312 0.362 -0.819 0.356
H -0.0388 1.7703 4.7764 0.193 1.010 -0.213
H -1.5154 3.4784 3.4481 0.934 -0.179 0.662
H -0.3647 5.4258 2.3744 -0.203 -0.609 0.268
F 0.0945 -0.8705 -3.6656 0.657 0.560 0.026
C -0.2604 -2.1562 -3.6614 -0.277 -0.526 -0.139
C -0.4282 -2.7745 -4.9146 -0.706 -0.007 2.056
C -1.0093 -4.0516 -4.8473 -0.236 0.419 -1.490
C -1.3095 -4.6255 -3.6289 -0.505 -2.208 -1.027
C -1.0187 -4.0082 -2.4441 -0.421 -1.579 2.441
C -0.4985 -2.7449 -2.4088 0.621 0.869 -0.907
H -0.2217 -2.1680 -5.7838 -0.044 -0.320 -0.264
H -1.3277 -4.5738 -5.7755 0.519 0.391 0.700
H -1.7326 -5.6726 -3.6525 0.410 1.392 0.228
H -1.2166 -4.5958 -1.4902 0.320 1.075 -1.348
H -0.2257 -2.2201 -1.4885 -0.380 -0.087 -0.438
F 5.3198 -5.8362 -2.8562 -0.151 0.926 -0.024
C 4.6453 -4.8227 -3.4900 0.781 -0.446 0.565
C 3.3885 -5.1454 -3.9401 0.238 -0.720 0.289
C 2.7176 -4.2544 -4.7327 -0.996 -0.062 0.025
C 3.2695 -3.0261 -5.0786 0.391 -0.393 0.946
C 4.4847 -2.6807 -4.5345 1.039 -1.211 0.971
C 5.1970 -3.5776 -3.6721 -0.287 0.999 -1.214
H 3.0191 -6.1199 -3.6138 -0.203 0.317 -0.409
H 1.7061 -4.5249 -5.0008 -0.019 0.161 -0.325
H 2.7359 -2.3017 -5.6321 -0.545 0.440 -0.749
H 4.9834 -1.7663 -4.7872 -0.070 0.491 0.018
H 6.1592 -3.2423 -3.2893 -0.177 -0.477 0.025
F -0.2263 -1.6561 7.3315 0.533 -0.252 -0.195
C 0.1395 -2.1322 6.1086 -2.707 2.738 -0.828
C -0.5092 -1.5019 4.9979 0.826 -1.284 0.972
C -0.3063 -2.0226 3.7377 0.361 0.706 1.370
C 0.4918 -3.1263 3.6207 0.713 -1.373 -2.296
C 1.1199 -3.7155 4.7121 0.526 0.049 -1.072
C 0.9807 -3.1628 5.9666 0.801 -1.969 1.367
H -1.2243 -0.7260 5.1052 -0.302 0.747 0.519
H -0.6671 -1.4994 2.8837 -0.502 0.065 -0.525
H 0.5795 -3.4706 2.5450 0.328 -0.092 1.613
H 1.8195 -4.5442 4.6175 -0.364 0.003 -0.263
H 1.4106 -3.6971 6.8413 -0.252 0.750 -0.634
F 5.7796 -2.2480 4.4395 -0.164 0.423 -0.308
C 5.0885 -1.2697 3.8043 -0.617 0.948 -0.860
C 3.7264 -1.5187 3.4584 2.753 0.243 0.616
C 3.0548 -0.4648 2.8969 -1.194 0.688 -0.811
C 3.6335 0.7660 2.5805 1.436 -1.048 0.093
C 5.0276 0.9225 2.7483 -1.024 -0.429 1.051
C 5.7470 -0.0613 3.4390 -2.001 -1.520 -0.264
H 3.3824 -2.5310 3.5799 -0.531 0.048 0.204
H 2.0134 -0.5317 2.5669 0.224 -0.453 0.414
H 2.9565 1.4502 2.1169 0.182 0.760 -0.181
H 5.5751 1.8139 2.5021 -0.123 0.348 -0.334
H 6.7827 0.0533 3.5889 1.054 0.031 0.370
F -5.7133 -3.5491 -2.1477 -0.136 -0.457 -0.293
C -5.4414 -2.2852 -1.8230 0.981 0.786 0.206
C -4.2063 -1.7268 -2.2041 -0.310 -0.282 0.033
C -3.9510 -0.4280 -1.8169 0.086 1.803 -0.503
C -4.9212 0.2857 -1.1437 0.108 1.018 1.265
C -6.1068 -0.2882 -0.7205 0.345 0.570 -0.822
C -6.3841 -1.5650 -1.0934 -0.550 -1.401 -0.728
H -3.4578 -2.2015 -2.8279 -0.316 -0.571 0.134
H -3.1038 0.2353 -2.1383 -0.343 -1.481 0.182
H -4.7227 1.3308 -0.8847 -0.076 -0.281 -0.148
H -6.9014 0.2685 -0.2849 -0.230 0.585 0.556
H -7.3977 -1.9474 -0.9402 0.546 -0.298 0.110
F 4.3538 1.4727 -2.4178 0.303 -0.200 0.262
C 4.1930 2.7242 -1.9626 -1.063 1.707 -0.549
C 4.0003 3.0020 -0.6185 0.570 -0.605 0.940
C 3.7672 4.3183 -0.1862 0.192 -0.728 -0.685
C 3.6728 5.3545 -1.0976 0.082 -0.855 -0.989
C 3.7552 5.0910 -2.4725 0.893 -2.045 0.653
C 4.0499 3.7542 -2.9034 -0.255 1.236 -0.213
H 4.1278 2.1838 0.1235 -0.258 0.617 -0.624
H 3.6559 4.5416 0.8572 0.037 -0.102 0.380
H 3.5821 6.3444 -0.7367 -0.323 0.889 0.212
H 3.6902 5.8857 -3.1901 -0.085 0.143 -0.251
H 4.1632 3.5718 -3.9910 -0.117 -0.102 0.908
F -2.8789 0.4593 3.3030 -0.008 0.566 -0.178
C -3.3611 1.7192 3.5335 -0.034 0.282 0.457
C -3.3834 2.1386 4.8748 -0.265 0.145 -1.291
C -4.0060 3.3602 5.1257 1.177 -0.880 1.755
C -4.5148 4.0960 4.1291 -1.484 1.563 -2.484
C -4.4258 3.7315 2.7569 0.147 -0.179 1.196
C -3.7908 2.5178 2.4481 -0.637 -0.036 0.560
H -2.9278 1.5764 5.6764 -0.073 -0.290 -0.138
H -4.0364 3.7769 6.1377 -0.045 -0.415 -0.267
H -5.0817 4.9923 4.3967 0.349 -0.116 -0.235
H -4.8889 4.4099 2.0165 0.591 -0.728 0.284
H -3.7212 2.1892 1.4075 0.046 0.035 0.629